(1)
C18H36N4O24S3 | ωB97M-V/def2-TZVPD

Geometry as XYZ:
```
85
Properties=species:S:1:pos:R:3:lowdin_charge:R:1
C 9.614 -1.588 1.148 0.04
N 10.880 -0.950 0.620 -0.43
O 10.917 -0.744 -0.586 0.06
O 11.688 -0.480 1.426 0.05
H 9.133 -0.783 1.703 0.10
H 9.918 -2.303 1.912 0.09
H 8.974 -2.115 0.441 0.10
C -1.033 -8.377 -3.081 0.04
N 0.197 -8.190 -2.206 -0.43
O 0.638 -7.079 -2.237 0.07
O 0.707 -9.145 -1.572 0.03
H -1.720 -7.531 -3.103 0.09
H -1.418 -9.298 -2.644 0.09
H -0.822 -8.533 -4.139 0.09
C 2.094 -0.773 -0.304 0.04
N 0.958 0.161 -0.047 -0.46
O 0.260 0.101 0.940 0.07
O 0.886 1.075 -0.830 0.05
H 1.897 -1.631 0.338 0.09
H 2.992 -0.347 0.143 0.10
H 2.143 -1.128 -1.333 0.10
C -5.903 1.648 3.936 0.03
N -6.896 0.836 3.182 -0.40
O -6.890 0.842 1.905 0.02
O -7.837 0.395 3.840 0.05
H -5.503 2.347 3.201 0.09
H -5.086 0.990 4.234 0.10
H -6.324 2.205 4.773 0.10
O -3.586 3.745 -9.211 -0.25
S -3.031 4.693 -8.227 0.77
O -2.252 5.852 -8.627 -0.24
O -4.190 5.194 -7.134 -0.23
C -4.480 4.238 -6.167 -0.18
C -3.005 3.946 -5.750 -0.18
O -2.253 3.912 -6.959 -0.20
H -5.013 4.760 -5.372 0.13
H -5.141 3.482 -6.589 0.13
H -3.010 2.953 -5.299 0.12
H -2.650 4.531 -4.902 0.13
O -4.715 -4.387 2.335 -0.24
S -4.978 -4.986 1.048 0.72
O -4.117 -4.649 -0.031 -0.21
O -5.146 -6.597 1.384 -0.20
C -6.437 -7.100 1.436 -0.19
C -7.342 -5.969 1.005 -0.21
O -6.616 -4.835 0.687 -0.19
H -6.507 -8.054 0.915 0.13
H -6.549 -7.360 2.489 0.13
H -8.082 -5.645 1.737 0.13
H -7.987 -6.139 0.143 0.13
O 6.366 -0.394 -5.420 -0.25
S 5.890 0.522 -6.444 0.71
O 6.379 1.890 -6.455 -0.24
O 6.240 -0.115 -7.917 -0.22
C 5.296 -1.025 -8.346 -0.18
C 3.936 -0.366 -7.812 -0.14
O 4.253 0.422 -6.651 -0.20
H 5.505 -1.070 -9.415 0.14
H 5.445 -1.998 -7.878 0.12
H 3.272 -1.197 -7.575 0.12
H 3.422 0.309 -8.496 0.13
O -2.460 7.357 4.583 0.10
C -1.308 7.503 4.253 -0.52
C -0.791 8.268 3.002 -0.06
C 0.549 7.542 2.776 -0.16
C 0.916 7.295 4.226 -0.14
O -0.318 7.012 4.987 0.04
H -1.483 8.027 2.195 0.12
H -0.734 9.304 3.336 0.13
H 0.519 6.607 2.216 0.12
H 1.211 8.177 2.188 0.12
H 1.694 6.532 4.205 0.12
H 1.259 8.182 4.759 0.13
O 3.283 -1.220 5.600 0.10
C 2.462 -0.886 6.432 -0.52
C 2.053 -1.779 7.614 -0.06
C 0.667 -1.131 7.979 -0.11
C 0.918 0.330 7.484 -0.17
O 1.949 0.295 6.554 0.07
H 1.792 -2.685 7.069 0.12
H 2.827 -1.961 8.359 0.13
H -0.227 -1.577 7.544 0.11
H 0.654 -1.226 9.065 0.10
H 0.009 0.827 7.144 0.12
H 1.179 1.038 8.271 0.12
```

Calculated values
frontier orbital gap	10.00	eV

(2)
C18H36N4O5Si2 | ωB97M-V/def2-TZVPD

Geometry as XYZ:
```
65
Properties=species:S:1:pos:R:3:nbo_charge:R:1
N -6.797 1.962 -2.957 -0.61
C -5.964 1.020 -2.805 0.14
C -5.703 -0.009 -3.900 -0.97
Si -4.051 -0.863 -3.593 1.43
O -4.199 -2.362 -2.847 -1.22
Si -4.145 -2.416 -1.182 1.41
C -2.403 -2.728 -0.501 -0.52
O -1.348 -2.012 -1.143 -0.51
C -1.276 -0.666 -0.878 0.26
C -0.506 0.087 -1.771 -0.26
C -0.377 1.451 -1.599 -0.20
C -1.003 2.107 -0.535 -0.23
C -1.740 1.358 0.365 -0.18
C -1.872 -0.022 0.193 -0.27
H -6.790 2.524 -2.105 0.33
H -5.378 0.927 -1.884 0.16
H -5.581 0.578 -4.816 0.26
H -6.548 -0.687 -4.008 0.27
H -3.274 -1.054 -4.834 -0.20
H -3.257 0.036 -2.727 -0.20
H -4.963 -3.572 -0.752 -0.20
H -4.748 -1.204 -0.584 -0.21
H -2.397 -2.614 0.589 0.20
H -2.184 -3.786 -0.675 0.22
H -0.018 -0.419 -2.595 0.22
H 0.215 2.015 -2.311 0.20
H -0.899 3.178 -0.433 0.25
H -2.232 1.840 1.197 0.22
H -2.457 -0.572 0.917 0.21
C 0.908 -1.382 4.620 -0.73
C 0.258 -1.047 3.301 0.69
O -0.194 0.060 3.058 -0.64
N 0.177 -2.031 2.364 -0.62
C 0.647 -3.400 2.431 -0.40
H 0.885 -0.495 5.247 0.24
H 0.363 -2.183 5.124 0.22
H 1.942 -1.685 4.465 0.25
H -0.278 -1.728 1.515 0.40
H 1.361 -3.583 1.629 0.20
H -0.202 -4.078 2.304 0.18
H 1.126 -3.607 3.380 0.22
C 0.641 6.814 -0.671 -0.72
C 1.129 5.388 -0.581 0.68
O 0.593 4.562 0.140 -0.63
N 2.202 5.041 -1.340 -0.62
C 2.967 5.872 -2.251 -0.41
H -0.214 6.927 -0.011 0.25
H 1.421 7.509 -0.357 0.23
H 0.332 7.053 -1.689 0.23
H 2.475 4.077 -1.229 0.40
H 2.927 5.452 -3.258 0.20
H 4.010 5.909 -1.933 0.20
H 2.573 6.882 -2.278 0.21
C 4.511 -3.055 0.753 -0.72
C 4.377 -2.847 2.242 0.68
O 3.406 -2.287 2.728 -0.64
N 5.379 -3.307 3.034 -0.61
C 6.597 -3.991 2.638 -0.41
H 3.637 -2.633 0.265 0.25
H 5.400 -2.551 0.372 0.23
H 4.568 -4.118 0.515 0.23
H 5.227 -3.135 4.015 0.40
H 6.639 -4.975 3.107 0.20
H 7.466 -3.416 2.963 0.20
H 6.641 -4.113 1.562 0.21
```

Calculated values
frontier orbital gap	8.67	eV

Look up the frontier orbital gap of the first one.
10.00 eV

Which value of frontier orbital gap does entry 2 give?
8.67 eV

Which formula does entry 1 have?
C18H36N4O24S3

What is the formula in the second record?
C18H36N4O5Si2